1.
140
Properties=species:S:1:pos:R:3 method="wB97M-V/def2-TZVPD" homo_lumo_gap_ev=7.801 e_tot_ev=-108980.1085 total_charge=0 smiles="CC1(C)CCCC(C)(C)N1O.CC1(C)CCCC(C)(C)N1O.O=C1OC[C@@H](F)O1.O=C1OC[C@@H](F)O1.O=C1OC[C@@H](F)O1.O=C1OC[C@@H](F)O1.O=C1OC[C@@H](F)O1.O=C1OC[C@@H](F)O1.CC(C)=O.CC(C)=O" lumo_energy_ev=-0.09
C -0.415 -4.317 -7.574
C -1.734 -4.502 -6.657
C -1.348 -5.667 -5.736
C -2.344 -5.911 -4.561
C -2.388 -4.651 -3.749
C -2.721 -3.375 -4.595
N -1.884 -3.254 -5.849
O -1.943 -2.065 -6.592
C -4.276 -3.291 -4.836
C -2.514 -2.151 -3.708
C -2.972 -4.830 -7.507
H -0.486 -3.452 -8.234
H -0.325 -5.188 -8.223
H 0.442 -4.109 -6.934
H -1.292 -6.600 -6.296
H -0.338 -5.644 -5.327
H -1.939 -6.625 -3.843
H -3.296 -6.331 -4.885
H -1.518 -4.405 -3.141
H -3.143 -4.868 -2.993
H -4.834 -2.949 -3.964
H -4.454 -2.454 -5.511
H -4.745 -4.176 -5.266
H -3.000 -2.219 -2.735
H -1.460 -1.912 -3.569
H -2.931 -1.296 -4.239
H -3.408 -3.890 -7.843
H -3.778 -5.335 -6.975
H -2.761 -5.446 -8.381
H -1.100 -1.632 -6.440
C -4.642 3.852 3.339
C -5.977 4.468 2.786
C -5.988 6.029 2.848
C -4.956 6.599 1.835
C -5.495 6.146 0.456
C -5.515 4.634 0.271
N -6.293 4.018 1.363
O -6.486 2.640 1.225
C -6.358 4.529 -1.052
C -4.128 4.078 0.053
C -7.107 4.038 3.645
H -4.389 2.891 2.892
H -4.640 3.728 4.422
H -3.756 4.466 3.175
H -6.985 6.310 2.508
H -5.802 6.518 3.803
H -3.980 6.148 2.011
H -5.019 7.684 1.921
H -4.942 6.611 -0.360
H -6.460 6.621 0.279
H -7.403 4.787 -0.883
H -5.983 5.233 -1.794
H -6.490 3.515 -1.431
H -4.173 3.026 -0.227
H -3.601 4.482 -0.812
H -3.393 4.053 0.858
H -7.020 4.380 4.676
H -7.157 2.951 3.700
H -8.048 4.435 3.263
H -7.445 2.644 1.177
C 7.194 -3.160 5.075
C 6.490 -1.892 4.470
O 5.293 -1.805 4.391
C 7.315 -0.762 3.933
H 6.284 -3.733 5.246
H 7.729 -2.877 5.981
H 7.882 -3.611 4.360
H 6.692 -0.082 3.352
H 8.052 -1.100 3.204
H 7.815 -0.289 4.779
C 0.242 9.415 0.141
C 1.255 8.594 -0.638
O 2.000 9.193 -1.416
C 1.497 7.187 -0.128
H -0.710 9.692 -0.312
H 0.555 10.385 0.525
H -0.018 8.730 0.948
H 2.252 7.209 0.658
H 1.835 6.602 -0.983
H 0.617 6.651 0.230
C 5.395 1.818 -5.126
C 4.419 2.083 -6.244
O 3.534 0.997 -6.109
C 4.054 0.087 -5.187
O 3.479 -0.984 -4.791
O 5.100 0.531 -4.633
F 5.051 1.937 -7.423
H 5.173 2.532 -4.333
H 6.417 1.840 -5.506
H 3.956 3.069 -6.288
C 2.007 -0.702 0.696
C 2.394 0.791 0.852
O 1.808 1.101 2.076
C 0.925 0.141 2.396
O 0.202 0.183 3.391
O 0.870 -0.826 1.528
F 1.807 1.495 -0.133
H 2.807 -1.333 1.081
H 1.656 -0.975 -0.299
H 3.484 0.818 0.835
C 3.174 -0.845 9.074
C 1.709 -1.286 9.164
O 1.363 -0.635 10.287
C 2.344 -0.480 11.123
O 2.217 -0.213 12.324
O 3.476 -0.690 10.439
F 1.680 -2.562 9.374
H 3.341 0.093 8.545
H 3.788 -1.523 8.481
H 1.039 -1.074 8.331
C -5.855 -2.901 4.028
C -4.522 -3.175 3.254
O -4.930 -4.147 2.280
C -6.357 -4.218 2.244
O -7.039 -4.646 1.315
O -6.820 -3.541 3.280
F -3.620 -3.682 4.051
H -5.969 -1.821 4.121
H -5.795 -3.449 4.969
H -4.101 -2.274 2.807
C 0.053 -7.695 1.727
C 1.515 -7.147 1.967
O 1.910 -7.051 0.638
C 1.283 -7.980 -0.102
O 1.607 -8.452 -1.195
O 0.228 -8.485 0.651
F 2.307 -7.973 2.669
H -0.635 -6.919 1.393
H -0.389 -8.196 2.589
H 1.425 -6.158 2.417
C 12.498 2.102 -1.864
C 11.690 2.657 -3.017
O 10.307 2.476 -2.776
C 10.191 1.681 -1.685
O 9.160 1.034 -1.348
O 11.437 1.459 -1.127
F 12.012 1.854 -4.027
H 12.863 2.937 -1.266
H 13.234 1.345 -2.134
H 11.902 3.660 -3.388

2.
129
Properties=species:S:1:pos:R:3 method="wB97M-V/def2-TZVPD" homo_lumo_gap_ev=6.193 e_tot_ev=-103205.4262 de_lowest_ev=0.000 total_charge=-1 lumo_energy_ev=1.91
Cs -0.561 -0.675 0.342
C -3.956 0.577 2.785
C -2.600 0.331 3.404
C -1.679 1.368 3.535
C -0.433 1.147 4.106
C -0.095 -0.119 4.568
C -1.001 -1.163 4.436
C -2.244 -0.938 3.856
H -3.875 1.239 1.921
H -4.631 1.052 3.502
H -4.414 -0.357 2.458
H -1.933 2.358 3.169
H 0.281 1.960 4.173
H 0.876 -0.293 5.011
H -0.738 -2.158 4.776
H -2.944 -1.760 3.742
O -2.961 -4.528 1.723
C -3.774 -4.867 0.702
C -4.627 -5.956 0.889
C -5.490 -6.343 -0.119
C -5.520 -5.650 -1.327
C -4.669 -4.574 -1.517
C -3.780 -4.166 -0.524
C -2.840 -3.004 -0.732
O -2.207 -2.554 0.284
N -2.792 -2.560 -1.971
N -1.895 -1.535 -2.244
C -2.258 -0.829 -3.235
S -1.250 0.460 -3.884
C -2.629 1.259 -4.738
C -3.468 0.152 -5.347
S -3.814 -1.076 -4.054
H -2.489 -3.696 1.404
H -4.596 -6.476 1.841
H -6.149 -7.189 0.039
H -6.202 -5.949 -2.113
H -4.670 -4.023 -2.449
H -2.213 1.935 -5.485
H -3.201 1.830 -4.007
H -2.927 -0.331 -6.160
H -4.422 0.526 -5.721
C 0.519 -4.737 2.547
N 0.966 -4.125 1.295
C 0.288 -4.805 0.181
N 0.581 -6.248 0.162
C 0.139 -6.808 1.445
N 0.813 -6.180 2.593
C 2.260 -6.350 2.421
N 2.756 -5.775 1.165
C 2.408 -4.343 1.154
C 2.032 -6.419 0.060
H -0.558 -4.596 2.648
H 1.027 -4.246 3.380
H 0.618 -4.362 -0.759
H -0.788 -4.664 0.278
H 0.347 -7.880 1.456
H -0.936 -6.652 1.543
H 2.495 -7.417 2.438
H 2.772 -5.866 3.255
H 2.744 -3.903 0.215
H 2.924 -3.850 1.982
H 2.264 -7.486 0.065
H 2.374 -5.988 -0.883
N 1.291 -1.982 -2.556
C 2.139 -2.565 -2.014
H 0.514 -1.487 -2.957
C 4.930 -1.484 2.938
Sb 3.002 -0.607 2.470
C 3.512 1.228 3.477
C 3.646 0.033 0.536
H 5.714 -0.754 2.724
H 5.101 -2.379 2.336
H 4.976 -1.760 3.995
H 4.435 1.626 3.048
H 3.656 1.047 4.544
H 2.709 1.957 3.339
H 4.579 0.598 0.618
H 2.841 0.659 0.133
H 3.792 -0.834 -0.115
N 0.686 1.509 0.257
P 0.625 2.804 -0.525
N 1.397 4.188 0.187
C 2.369 3.919 1.241
C 3.475 4.970 1.243
C 2.872 6.368 1.385
C 1.814 6.599 0.308
C 0.771 5.484 0.338
N 1.346 2.805 -2.075
C 1.897 1.527 -2.532
C 2.157 1.583 -4.031
C 3.269 2.611 -4.328
C 3.270 3.734 -3.274
C 1.855 3.979 -2.765
N -0.906 3.453 -0.887
C -1.303 4.078 -2.138
C -2.553 4.924 -1.925
C -3.737 4.053 -1.479
C -3.273 2.933 -0.525
C -1.942 3.288 0.127
H 2.770 2.917 1.099
H 1.879 3.928 2.231
H 4.026 4.902 0.298
H 4.176 4.769 2.059
H 3.646 7.137 1.336
H 2.397 6.450 2.371
H 2.297 6.602 -0.677
H 1.326 7.569 0.444
H 0.041 5.634 -0.456
H 0.224 5.555 1.297
H 1.202 0.743 -2.236
H 2.845 1.278 -2.030
H 1.233 1.872 -4.541
H 2.438 0.594 -4.400
H 3.129 3.036 -5.326
H 4.242 2.112 -4.333
H 3.678 4.657 -3.690
H 3.898 3.453 -2.425
H 1.224 4.247 -3.628
H 1.846 4.827 -2.081
H -1.511 3.326 -2.917
H -0.503 4.709 -2.527
H -2.795 5.456 -2.849
H -2.340 5.682 -1.165
H -4.217 3.615 -2.358
H -4.488 4.678 -0.991
H -3.139 1.997 -1.077
H -4.028 2.749 0.242
H -1.606 2.490 0.788
H -2.068 4.192 0.746

3.
138
Properties=species:S:1:pos:R:3 method="wB97M-V/def2-TZVPD" homo_lumo_gap_ev=10.142 e_tot_ev=-375118.1147 de_lowest_ev=0.000 total_charge=0 smiles="CCOP(=O)(OCC)OCC.O=C1CCCO1.O=C1CCCO1.O=C1CCCO1.O=C1CCCO1.O=C1CCCO1.O=C1CCCO1.O=C1CCCO1.O=C1CCCO1.BrCCBr.BrCCBr" lumo_energy_ev=0.33
O 4.278 0.539 3.256
C 3.483 0.156 4.112
O 3.926 -0.553 5.146
C 2.921 -1.131 5.991
C 1.752 -0.067 5.758
C 1.934 0.316 4.238
H 3.306 -1.042 6.994
H 2.716 -2.125 5.626
H 1.870 0.767 6.434
H 0.826 -0.577 5.915
H 1.562 1.316 3.843
H 1.482 -0.488 3.744
O 0.019 -2.904 -9.117
C 0.460 -2.358 -8.174
O 0.635 -1.019 -8.122
C 0.918 -0.598 -6.796
C 1.390 -1.784 -5.925
C 0.810 -2.914 -6.767
H -0.076 -0.162 -6.438
H 1.656 0.216 -6.713
H 0.903 -1.741 -4.989
H 2.447 -1.717 -5.862
H -0.154 -3.327 -6.369
H 1.482 -3.702 -7.072
O 3.294 -1.375 0.763
C 4.377 -1.656 1.234
O 4.444 -2.407 2.359
C 5.854 -2.696 2.682
C 6.627 -1.624 1.929
C 5.755 -1.423 0.676
H 6.069 -3.704 2.300
H 5.994 -2.704 3.775
H 7.593 -2.101 1.702
H 6.660 -0.690 2.537
H 5.951 -2.268 -0.050
H 5.763 -0.492 0.056
O 0.460 3.269 5.290
C -0.181 3.645 4.330
O -0.407 2.761 3.379
C -1.160 3.259 2.265
C -1.247 4.789 2.560
C -0.972 4.944 4.075
H -2.098 2.749 2.132
H -0.598 3.130 1.380
H -2.192 5.178 2.267
H -0.499 5.315 1.982
H -1.816 4.947 4.816
H -0.302 5.805 4.185
O -4.080 5.123 0.667
C -3.455 4.550 -0.196
O -2.225 4.936 -0.580
C -1.859 4.425 -1.846
C -2.907 3.311 -2.222
C -3.919 3.371 -1.054
H -0.864 4.054 -1.675
H -1.787 5.232 -2.554
H -2.355 2.403 -2.344
H -3.347 3.537 -3.196
H -3.780 2.436 -0.503
H -4.951 3.474 -1.255
O 1.253 3.339 0.338
C 2.105 3.548 1.155
O 1.893 4.355 2.261
C 2.973 4.080 3.168
C 4.194 3.662 2.275
C 3.458 2.956 1.107
H 2.701 3.182 3.793
H 3.169 4.948 3.753
H 4.873 2.985 2.848
H 4.716 4.631 2.091
H 3.451 1.851 1.230
H 3.973 3.105 0.192
O -0.593 -2.097 4.398
C -1.620 -1.543 4.062
O -2.812 -2.019 4.447
C -3.874 -1.047 4.171
C -3.284 -0.057 3.188
C -1.772 -0.342 3.174
H -4.189 -0.569 5.068
H -4.711 -1.671 3.826
H -3.615 0.945 3.577
H -3.721 -0.084 2.189
H -1.174 0.531 3.414
H -1.519 -0.625 2.171
O -0.309 0.147 -3.961
C -0.215 0.084 -2.778
O -0.609 1.166 -2.012
C -0.482 0.814 -0.598
C 0.658 -0.212 -0.614
C 0.459 -0.958 -1.951
H -1.416 0.492 -0.183
H -0.048 1.686 -0.048
H 0.774 -0.995 0.209
H 1.525 0.414 -0.706
H -0.211 -1.792 -1.798
H 1.400 -1.301 -2.332
Br 2.863 -5.268 -1.512
C 1.924 -4.213 -0.215
C 1.838 -4.943 1.122
Br 0.896 -3.799 2.380
H 0.884 -4.086 -0.559
H 2.306 -3.192 -0.234
H 2.755 -5.129 1.565
H 1.310 -5.927 1.064
Br 3.970 1.120 -2.672
C 2.920 2.750 -2.799
C 1.770 2.617 -3.748
Br 2.466 2.781 -5.565
H 3.629 3.561 -3.018
H 2.469 2.903 -1.867
H 1.050 3.382 -3.669
H 1.341 1.650 -3.814
C -6.187 -4.237 0.662
C -5.970 -3.172 -0.365
O -4.561 -3.374 -0.851
P -3.570 -2.199 -1.114
O -3.133 -1.269 -0.052
O -4.242 -1.431 -2.371
C -4.035 -0.062 -2.671
C -4.819 0.266 -3.906
O -2.319 -3.039 -1.563
C -2.451 -4.193 -2.451
C -1.073 -4.373 -3.095
H -5.592 -4.268 1.482
H -7.183 -4.089 1.037
H -6.087 -5.260 0.274
H -6.671 -3.197 -1.231
H -6.049 -2.214 0.147
H -4.382 0.584 -1.866
H -2.998 0.228 -2.770
H -5.924 0.376 -3.667
H -4.418 1.230 -4.323
H -4.641 -0.528 -4.594
H -2.758 -5.005 -1.867
H -3.184 -4.025 -3.195
H -0.288 -4.376 -2.359
H -0.849 -5.267 -3.696
H -0.793 -3.522 -3.759